Entry from OMol25: a 2-piece molecular cluster, C6H14NO overall (ωB97M-V with the def2-TZVPD basis set).

```
22
Properties=species:S:1:pos:R:3:forces:R:3:mulliken_charge:R:1
O -1.663249 0.083904 0.131670 2.3995 0.4239 -3.2061 -0.43
N -4.841239 0.306909 0.218677 1.4690 0.8900 1.9438 -0.65
C 0.257340 0.088557 -1.233209 4.8950 -1.6634 1.6283 -0.14
C 2.793077 0.514639 1.724192 -0.2915 0.0028 -1.0486 -1.21
C 1.149847 -0.363423 -0.125343 -1.8606 -1.0862 0.4136 0.63
C -1.089069 0.297546 -0.982611 -5.6852 0.7938 2.4507 -0.05
C 1.962375 -1.598641 -0.525328 1.6202 0.9737 -2.0001 -1.48
C 2.028012 0.784800 0.393716 0.1401 2.0466 0.3398 -0.55
H 1.268243 -2.303261 -0.886904 -0.6546 -1.2892 -0.2316 0.44
H 3.572900 -0.218912 1.563826 0.2646 -0.0249 -0.0113 0.35
H -1.672965 0.717757 -1.813282 -0.1651 -0.0535 0.2242 0.41
H 0.474867 -0.641425 0.722910 0.3722 0.3388 -0.5724 0.31
H 3.233442 1.449069 2.090152 -0.0654 -0.1756 -0.2814 0.36
H 2.579922 -2.049331 0.272868 -0.4160 0.6165 -0.2806 0.39
H -5.289263 -0.352547 -0.366751 -0.3763 -0.7409 -0.4439 0.23
H 2.152977 0.134870 2.497931 -0.5037 -0.1318 0.3296 0.36
H 0.662836 0.230129 -2.249004 -0.2258 0.0108 0.4028 0.40
H -5.260662 0.313314 1.187311 0.8622 -0.1592 -1.6774 0.25
H 1.341101 1.652935 0.519802 0.6315 -0.3583 0.1389 0.39
H 2.711238 1.047605 -0.417683 0.1489 0.0639 0.1687 0.34
H 2.603151 -1.334270 -1.447097 -0.5519 -0.4573 1.5288 0.35
H -3.792616 0.193603 0.233324 -2.0072 -0.0205 0.1841 0.30
```
Forces are in eV/Å.

Output
relative energy (zero: lowest compared OMol25 entry of this formula, charge and spin)	455.7	kJ/mol
charge	+1

=====

Entry from OMol25: one molecule with the formula C7H10 (ωB97M-V with the def2-TZVPD basis set).

```
17
Properties=species:S:1:pos:R:3:forces:R:3:mulliken_charge:R:1
C -0.388510 1.180476 0.121942 -0.0632 0.2958 -0.0240 -0.60
C -0.392898 -0.354863 -0.121643 -0.1059 -0.0252 -0.0365 0.77
C 0.237690 -0.768193 1.225040 0.1965 0.8147 0.1882 -0.46
C 0.899882 -0.099635 -0.964037 0.0616 -0.1423 -0.2623 -0.60
C -1.575805 -1.086052 -0.729356 0.0368 0.0326 0.1155 -1.57
C 1.319040 0.023988 1.292581 0.2732 0.2170 0.0188 -0.58
C 1.175456 0.956647 0.125354 0.3488 0.2158 -0.2107 -0.40
H -1.325875 -2.127565 -0.965872 0.0236 0.1820 0.1016 0.35
H 1.982423 0.061913 2.146984 -0.0946 0.4963 0.0176 0.42
H 0.688892 0.353679 -1.935983 -0.1059 -0.1235 0.0693 0.31
H -0.160470 -0.602151 2.222364 -1.0397 -1.8826 0.2921 0.26
H -1.893643 -0.604196 -1.664156 0.1076 -0.0497 0.2138 0.35
H 1.630779 -0.910057 -1.048365 -0.1701 0.0564 -0.0454 0.32
H -0.885659 1.525719 1.037721 0.2717 0.0295 -0.1432 0.31
H -0.742490 1.753811 -0.742957 0.0854 0.0036 0.0579 0.31
H -2.435510 -1.096871 -0.051032 0.1071 0.0106 -0.0384 0.34
H 1.866698 1.793348 0.051415 0.0671 -0.1309 -0.3142 0.48
```
Forces are in eV/Å.

Output
relative energy (zero: lowest compared OMol25 entry of this formula, charge and spin)	298.3	kJ/mol

=====

| no. | HOMO level (eV) | total energy (eV) |
| --- | --- | --- |
| 1 | -12.441 | -9975.5220 |
| 2 | -8.498 | -7417.9431 |